# C13H15N8S2V

A molecular structure, C13H15N8S2V at a distorted geometry (ωB97M-V/def2-TZVPD, the Open Molecules 2025 dataset).

Structure (XYZ):
```
39
Properties=species:S:1:pos:R:3:forces:R:3:lowdin_spin:R:1
V -0.368579 -0.730871 0.065327 -0.023 2.787 1.110 2.10
N -0.901823 -0.194742 2.206218 -0.463 -0.073 0.037 0.01
N 0.222388 0.032189 3.019073 0.060 0.291 0.784 0.00
C 1.482337 -0.010581 2.538862 0.001 -0.204 -0.357 0.01
N 2.490750 0.274134 3.351303 -0.197 0.066 0.093 0.00
S 1.815840 -0.460896 0.936664 0.429 -0.036 -0.093 0.00
H -1.443361 0.672326 2.096937 0.351 -0.211 -0.016 0.00
H -1.531906 -0.862007 2.666604 0.344 0.221 0.007 0.00
H 0.063765 0.421711 3.946971 -0.081 -0.140 -0.297 0.00
H 2.377294 0.523952 4.324257 -0.038 -0.020 -0.093 0.00
H 3.432588 0.248136 2.985523 -0.108 -0.005 0.031 0.00
N 0.666670 -2.148135 -3.665804 -0.168 0.770 0.353 0.01
C 0.369469 -1.049915 -2.960362 0.066 -0.017 -0.314 0.02
N 0.091944 -1.411185 -1.716235 0.501 -0.810 -1.409 0.01
C 0.239242 -2.772585 -1.724026 0.304 0.359 -1.327 0.01
N 0.588598 -3.226951 -2.904295 -0.093 -1.175 0.772 0.00
C 0.017918 -3.474666 -0.488223 0.127 -0.838 0.392 0.02
C 0.177942 -4.857859 -0.335571 0.045 0.729 -0.346 0.00
N 0.009852 -5.440775 0.828638 -0.093 -0.383 0.135 0.01
C -0.352033 -4.675320 1.842348 0.003 0.362 0.171 0.00
C -0.516202 -3.299923 1.711799 0.001 -0.244 0.287 0.02
N -0.316123 -2.673095 0.547554 -0.311 -2.362 0.166 0.01
H 0.926994 -2.243551 -4.641503 -0.055 0.125 0.107 0.00
H 0.363183 -0.052711 -3.358156 -0.019 0.129 -0.011 0.00
H 0.464067 -5.472410 -1.174967 0.031 -0.030 -0.175 0.00
H -0.500854 -5.164385 2.793224 -0.055 0.045 0.141 0.00
H -0.793324 -2.721988 2.583242 0.052 0.012 -0.111 0.00
S -0.847364 1.269773 -0.504660 -0.851 0.506 0.306 -0.16
C -0.768339 2.959428 -0.943251 0.251 0.073 -0.318 -0.01
C -1.367827 3.901945 -0.110356 0.041 -0.177 -0.040 -0.02
C -1.340559 5.233739 -0.478039 0.028 0.043 -0.043 0.00
C -0.755744 5.618426 -1.678297 0.020 -0.101 0.061 -0.02
C -0.141294 4.671660 -2.488027 0.011 0.045 -0.064 0.00
C -0.137063 3.337488 -2.126073 -0.050 0.036 0.172 -0.02
H -1.841840 3.588145 0.808420 -0.072 0.029 0.023 0.00
H -1.778338 5.971490 0.174988 -0.109 0.090 0.020 0.00
H -0.781185 6.655160 -1.982154 0.069 0.028 0.024 0.00
H 0.344012 4.973424 -3.402617 0.001 0.051 -0.114 0.00
H 0.338905 2.591423 -2.745340 0.047 0.030 -0.063 0.00
```
Forces are in eV/Å.

Values from the calculation:
Charge: +2
E_HOMO (spin up / spin down), eV: -14.05 / -14.10
HOMO-LUMO gap (spin up / spin down), Eh: 0.23179 / 0.25242
Energy relative to the best compared isomer or geometry (same formula, charge and spin), kcal/mol: 36.34
Expectation value of S²: 2.151
E_tot, eV: -72989.3203
2S+1: 3